{"formula": "C3H8N2", "method": "the ωB97M-V functional and the def2-TZVPD basis", "lumo_ev": 1.209, "gap_ev": 10.90, "energy_ev": -6217.0086, "relative_energy_kcal_mol": 111.57, "spin_multiplicity": 1, "smiles": "C1NN1.C=C", "homo_energy_ev": -9.688, "species": ["C", "N", "N", "H", "H", "H", "H", "C", "C", "H", "H", "H", "H"], "coordinates": [[1.90312, 0.53453, -0.50974], [1.80540, 0.03508, 0.81288], [1.75124, -0.83590, -0.37323], [2.81145, 0.83890, -0.93932], [1.14325, 1.28447, -0.70485], [2.72618, -0.01440, 1.20608], [0.81398, -0.94774, -0.75042], [-1.87108, 0.32280, 0.01550], [-1.70365, -0.97640, 0.08641], [-1.76524, 0.92043, 0.81502], [-1.92571, 0.87018, -0.87692], [-1.88225, -1.66462, -0.70768], [-1.52500, -1.24549, 1.17293]], "mulliken_charge": [-0.092, -0.404, -0.447, 0.277, 0.198, 0.217, 0.257, -0.549, -0.574, 0.270, 0.292, 0.360, 0.195]}